# 1
Computed, not measured: 3 unconnected molecules or ions with the total composition C32H26BN3O6PS, with the ωB97M-V functional and the def2-TZVPD basis.

The geometry in XYZ format:
```
70
Properties=species:S:1:pos:R:3:nbo_charge:R:1
S 6.1983 -4.9804 1.0595 0.355
P 2.1336 -3.7328 1.2300 0.657
O -1.1138 5.0474 -3.0810 -0.515
O -0.3218 -0.0805 -4.4094 -0.529
O 7.3155 -3.6972 -1.0762 -0.384
O -2.2099 -1.8599 2.9785 -0.563
O 2.3188 -2.3361 -1.2440 -0.909
O -4.0352 3.0246 4.2143 -0.512
N 5.6604 -2.4373 -1.7754 -0.303
N 5.2376 -3.1610 -0.6621 -0.416
N 3.0370 -0.9752 0.6505 -1.055
C 0.7053 0.7935 -1.9652 -0.201
C -1.5978 1.5557 -6.2947 -0.173
C 3.7178 -4.2217 2.0056 -0.688
C 0.3517 3.4694 -1.3032 -0.170
C -4.3504 0.0062 7.0888 -0.184
C 1.0370 2.6278 -0.4445 -0.179
C -3.7206 0.7942 4.9107 -0.142
C -2.0740 4.2007 -5.5722 -0.150
C 4.4083 -5.1902 1.0106 -0.544
C 6.8789 -2.7865 -1.9691 0.313
C -2.2587 2.4064 -7.1639 -0.188
C -2.6201 0.3467 2.2568 -0.153
C -3.3627 -1.5145 5.5097 -0.177
C -2.5679 2.3696 0.3505 -0.189
C -3.1119 1.6156 2.5678 -0.059
C -0.1599 2.9763 -2.4976 -0.134
C -2.0644 1.1081 0.0481 -0.192
C -3.0895 2.6222 1.6089 -0.170
C -0.4769 1.0901 -4.1308 0.520
C -0.9118 3.8966 -3.4018 0.548
C 0.0286 1.6359 -2.8366 -0.062
C -1.3976 3.3565 -4.7019 -0.158
C -1.1692 2.0241 -5.0596 -0.064
C -3.2619 -0.4848 4.5827 -0.069
C -2.0952 0.1030 0.9961 -0.167
C -3.6561 1.9117 3.9243 0.533
C -2.5035 3.7260 -6.7996 -0.184
C -2.6595 -0.7618 3.2507 0.548
C -3.9094 -1.2703 6.7575 -0.193
C 1.2058 1.2857 -0.7708 -0.216
C -4.2563 1.0359 6.1682 -0.154
C 6.2441 -3.8857 -0.2969 0.317
B 2.5508 -2.1625 0.0822 0.867
H -2.5866 2.0420 -8.1280 0.224
H 4.0666 -4.9712 0.0098 0.248
H -1.4094 0.5274 -6.5692 0.238
H -3.9926 -2.0746 7.4761 0.222
H 3.1299 -2.5088 -1.7441 0.539
H 3.5758 -4.6873 2.9728 0.271
H 1.1353 -3.4957 2.1806 0.093
H -1.7110 -0.8806 0.7627 0.224
H -3.4803 3.5994 1.8558 0.243
H -4.7718 0.1959 8.0667 0.225
H -3.0274 4.3857 -7.4779 0.225
H -4.6008 2.0297 6.4173 0.243
H 4.1379 -6.2170 1.2318 0.257
H 0.8434 -0.2474 -2.2248 0.240
H 1.4361 3.0157 0.4837 0.219
H 3.4035 -1.0630 1.5898 0.397
H -2.2570 5.2265 -5.2846 0.242
H 1.7675 -4.7923 0.4041 0.071
H 0.2094 4.5122 -1.0547 0.247
H -2.5517 3.1544 -0.3941 0.226
H 1.7236 0.6194 -0.0885 0.219
H -1.6528 0.9025 -0.9276 0.221
H 3.7304 -0.5385 0.0519 0.427
H 7.5133 -2.4011 -2.7433 0.233
H 4.3115 -3.3207 2.0916 0.263
H -3.0162 -2.5040 5.2469 0.232
```

Output
Charge: +1

***

# 2
Computed, not measured: a single C20H19FN2O4 molecule, with the ωB97M-V functional and the def2-TZVPD basis.

The geometry in XYZ format:
```
46
Properties=species:S:1:pos:R:3:nbo_charge:R:1
F 2.1437 2.3535 -3.3043 -0.325
O -4.1960 4.1941 0.5595 -0.629
O -2.1994 -1.4670 -0.8582 -0.628
O -1.3404 -1.3276 1.2157 -0.517
O 4.7915 -1.5781 -0.1466 -0.509
N -3.0562 2.4902 1.5209 -0.628
N -3.6657 2.3891 -0.7028 -0.611
C -1.5241 1.5746 -1.6318 -0.070
C -0.6561 -2.5672 1.0251 -0.097
C -2.8389 1.2286 -0.9506 -0.070
C 2.5166 -1.1993 -0.5212 -0.293
C -2.5923 1.1974 1.5237 0.306
C 1.7897 -2.9893 1.4493 -0.176
C 3.5087 -1.8729 0.1947 0.385
C -2.2384 0.6475 2.8656 -0.651
C 0.4382 2.9619 -1.7989 -0.293
C 1.1854 -1.4290 -0.2555 -0.129
C -1.0052 0.7310 -2.6067 -0.187
C 5.8375 -2.2313 0.5304 -0.254
C -2.0223 -0.8413 0.1652 0.791
C 3.1322 -2.7753 1.1832 -0.335
C -2.5032 0.5279 0.3541 -0.251
C 0.8032 -2.3285 0.7364 -0.103
C 0.9358 2.0993 -2.7582 0.391
C 0.2311 0.9845 -3.1732 -0.284
C -3.6702 3.1109 0.4375 0.784
C -0.7946 2.6886 -1.2351 -0.136
H -2.6349 1.2798 3.6572 0.209
H 5.7943 -3.3158 0.3869 0.176
H -4.0647 2.8482 -1.5074 0.417
H -3.1424 2.9859 2.3967 0.420
H -3.3945 0.5317 -1.5901 0.235
H 1.5135 -3.6900 2.2240 0.207
H 0.4337 -0.9039 -0.8258 0.210
H 3.8703 -3.3139 1.7562 0.218
H 5.8270 -2.0052 1.6016 0.175
H 0.6488 0.3321 -3.9234 0.233
H -0.7828 -3.1363 1.9491 0.194
H -2.6277 -0.3597 2.9821 0.249
H 2.8191 -0.5011 -1.2854 0.225
H 1.0128 3.8246 -1.5014 0.231
H -1.1909 3.3539 -0.4825 0.208
H 6.7569 -1.8472 0.0915 0.201
H -1.1294 -3.1022 0.1921 0.224
H -1.1561 0.5889 2.9671 0.249
H -1.5639 -0.1421 -2.9065 0.236
```

Output
Charge: 0
Relative energy (zero: lowest compared OMol25 entry of this formula, charge and spin), kcal per mole: 13.2
SMILES: COc1ccc(COC(=O)C2=C(C)NC(=O)N[C@H]2c2ccc(F)cc2)cc1

***

| no. | DFT total energy (a.u.) | frontier orbital gap (Eh) | LUMO level (eV) |
| --- | --- | --- | --- |
| 1 | -2614.98437 | 0.2970 | -3.2 |
| 2 | -1283.91568 | 0.3367 | 0.6 |